C5H9N2 | ωB97M-V with the def2-TZVPD basis set

Last column: natural (NBO) charge in e.
Atoms and positions in Å:
C1 -2.07575 1.25021 -0.39254  -0.4405
N1 -0.69049 1.49474 -0.12373  -0.3250
C2 -0.23242 1.35673 1.21343  -0.2789
C3 0.43876 0.30973 0.38848  0.5566
N2 0.87526 -0.76994 -0.02905  -0.2876
C4 1.15368 -1.54058 -1.19118  -0.1800
C5 1.88315 -1.77184 0.13018  -0.2179
H1 -2.56618 0.81596 0.47996  0.1990
H2 -2.40768 2.24507 -0.78914  0.2555
H3 -2.06989 0.68272 -1.24993  0.2213
H4 -1.11624 1.18172 1.95403  0.2425
H5 0.34774 2.20647 1.76958  0.2563
H6 1.59238 -1.02812 -1.96262  0.2444
H7 0.37585 -2.17217 -1.37720  0.2371
H8 1.59633 -2.67271 0.79012  0.2560
H9 2.89550 -1.58800 0.38960  0.2610

Atoms 1-2, force components in eV/Å:
0.473 1.706 0.306
4.566 -1.946 0.420

Electronic energy in eV: -8298.4576
Net charge: +1
Relative energy (zero: lowest compared OMol25 entry of this formula, charge and spin) in kJ/mol: 701.9